[1]
This record from the OMol25 dataset describes a single C3H8N2O2 molecule at a distorted geometry. The level of theory is ωB97M-V/def2-TZVPD.

The geometry in XYZ format:
```
15
Properties=species:S:1:pos:R:3:forces:R:3
N -2.3415 0.3294 1.3693 0.1526 0.1202 -0.3838
C -1.0722 0.0946 0.8448 0.5969 0.0784 0.1486
O -0.2254 -0.2432 1.6834 -0.0917 0.2646 0.0364
N -0.7990 0.1895 -0.4957 0.8862 -0.0709 -0.0447
C 0.6915 0.1390 -1.3172 -1.4100 0.4381 0.3845
C 1.9555 -0.3402 -0.5483 -0.8954 0.1695 0.1841
O 1.4162 -1.3587 0.2156 0.5978 -0.6725 1.2250
H -2.2991 0.3805 2.3847 0.0157 -0.1004 -0.4890
H -2.9994 0.9732 0.9603 0.1785 -0.0485 -0.2702
H -1.6362 0.4362 -1.0338 1.0174 -0.1905 -0.1777
H 0.7232 1.1675 -1.6350 0.1859 0.2406 -0.4953
H 0.5625 -0.5714 -2.1442 -0.5145 0.3953 0.3433
H 2.4678 0.4603 0.0265 -0.5506 -0.1483 0.0080
H 2.7789 -0.7570 -1.1905 -1.1334 0.4007 -0.0526
H 0.7773 -0.8997 0.8801 0.9648 -0.8763 -0.4164
```
Positions in Å, forces in eV/Å.

SMILES: NC(=O)NCCO
Kohn-Sham gap in eV: 9.993
E_LUMO in eV: 0.67
HOMO energy in eV: -9.33
ΔE to the lowest compared entry with this formula, charge and spin in eV: 1.7590
Largest force on an atom in Eh/bohr: 0.02967


[2]
This record from the OMol25 dataset describes a molecular structure, C15H30F3O9PS2 at a distorted geometry. The level of theory is ωB97M-V/def2-TZVPD.

The geometry in XYZ format:
```
60
Properties=species:S:1:pos:R:3:forces:R:3
C 3.1398 -2.6092 -2.6478 -0.1725 0.0593 -0.9812
C 3.9046 -1.3861 -3.2114 0.6020 -0.4850 1.0406
O 3.1287 -0.2072 -3.2885 -0.3411 -0.3982 -0.0068
C 2.1195 -0.2732 -4.2634 0.1926 0.2298 -0.3076
C 0.7831 0.3629 -3.8066 0.3047 0.0586 -0.3292
C -0.3282 -0.6255 -3.3364 0.8415 0.3512 -1.1243
C -1.6707 -0.3326 -4.0109 -0.1075 -0.4755 -0.0576
C -2.8595 -1.1724 -3.4851 -0.4514 0.6737 0.4242
S -2.6937 -1.7481 -1.7569 0.1237 -0.2800 0.2762
O 0.3369 1.0810 -5.0216 -0.1972 1.2157 0.6650
S 0.9360 2.5676 -4.9672 2.7797 1.7187 -1.4370
O 0.1883 3.5084 -5.7186 -1.9264 -0.5542 0.9921
O 2.3113 2.6353 -5.3459 0.2456 -1.3267 0.3068
O 0.9791 2.8086 -3.3546 -0.2603 -1.0392 -1.1389
C 0.7660 1.5138 -2.7849 -2.3213 0.1507 1.2803
C 1.4282 1.3740 -1.4101 1.8930 0.5007 -0.4434
F 1.6112 0.1088 -1.0138 -0.5380 0.0741 -0.0818
F 2.6424 1.9533 -1.4577 -0.2365 -0.0497 0.2442
F 0.7291 2.0042 -0.4548 -0.0803 -0.0411 -0.5536
H 3.5053 -2.9214 -1.6713 -0.0943 0.0922 -0.0352
H 2.0688 -2.3895 -2.5956 0.1418 0.0280 0.2622
H 3.2242 -3.4456 -3.3503 0.0704 -0.0502 0.2691
H 4.4202 -1.6202 -4.1524 -0.3917 0.1378 -0.1151
H 4.7057 -1.1668 -2.4991 -0.0869 0.2621 -0.1727
H 2.4716 0.2739 -5.1443 -0.1284 0.0101 0.1195
H 1.8981 -1.2901 -4.6142 0.1041 -0.0050 0.3222
H 0.0033 -1.6200 -3.6514 -0.1741 -0.0588 0.4225
H -0.3525 -0.5438 -2.2509 -0.2335 -0.3724 -0.0672
H -1.9327 0.7291 -3.9892 0.1163 -0.0905 0.2642
H -1.5510 -0.5774 -5.0717 -0.0712 0.1539 0.0851
H -3.7386 -0.5245 -3.5093 -0.0176 -0.2498 -0.0954
H -3.0878 -2.0416 -4.1010 0.2616 0.0427 0.0191
H -3.6924 -1.1234 -1.1027 0.1060 0.1209 -0.4826
H -0.3058 1.5776 -2.5318 0.1595 -0.3242 0.1522
O -1.8045 -0.0091 2.2055 0.9492 -3.4444 -0.4898
P -1.0183 -0.2448 3.4512 -0.1232 6.2414 3.0528
O -2.1170 -0.0142 4.6417 0.3686 -0.5753 -0.3925
C -3.2152 -0.9193 4.7501 -0.2725 -0.1834 0.0656
C -2.7804 -2.2937 5.2253 0.1371 -0.0163 -0.0724
O -0.1904 1.1712 3.5126 0.1266 -0.5641 0.0927
C 0.1384 1.8744 2.3088 -0.2718 0.3229 0.0945
C -0.7783 3.0697 2.1396 -0.0331 0.1477 0.1034
O 0.0886 -1.0026 4.3743 -1.1235 -1.7886 -2.2601
C 0.8935 -0.3705 5.3776 0.8640 -0.0187 0.6154
C 0.1430 0.0096 6.6343 -0.3773 0.2486 -0.1354
H -3.7366 -0.9887 3.7915 0.0544 0.0497 -0.0189
H -3.9079 -0.4831 5.4702 0.0946 0.1280 -0.0170
H -2.1209 -2.7725 4.4961 -0.0631 -0.0324 -0.0001
H -3.6466 -2.9387 5.3779 -0.0117 0.0234 -0.0323
H -2.2266 -2.2242 6.1613 -0.0485 0.0182 0.0259
H 0.0888 1.2159 1.4512 -0.1715 -0.1382 0.1159
H 1.1737 2.2119 2.3967 0.0093 -0.0836 0.1438
H -1.8238 2.7889 2.2636 0.0260 -0.1613 -0.1180
H -0.6509 3.5231 1.1557 0.0292 0.0135 0.0177
H -0.5598 3.8239 2.8978 0.0299 0.0066 -0.0284
H 1.4419 0.4763 4.9730 -0.2638 0.0608 -0.2148
H 1.6491 -1.1146 5.6394 -0.1732 -0.1921 -0.1809
H -0.4993 0.8737 6.4704 -0.0324 -0.0316 -0.0258
H 0.8526 0.2696 7.4216 0.0963 -0.0792 -0.0794
H -0.4817 -0.8120 6.9839 0.0682 -0.0313 0.0223
```
Positions in Å, forces in eV/Å.

Kohn-Sham gap in eV: 9.401
E_LUMO in eV: 0.04
HOMO energy in eV: -9.36
Largest force on an atom in Eh/bohr: 0.13514


[3]
This record from the OMol25 dataset describes a gas-phase ion, C3HINOS2 (charge -1) at a distorted geometry. The level of theory is ωB97M-V/def2-TZVPD.

The geometry in XYZ format:
```
9
Properties=species:S:1:pos:R:3:forces:R:3
C -2.9017 0.2430 0.5315 2.0037 -2.7122 -0.7115
C -2.1688 1.3067 0.1605 0.2942 0.4335 0.5401
C -1.0399 -1.1835 0.1747 -2.5233 2.1420 0.4235
N -0.2731 -0.1452 0.0992 -0.3574 0.4783 0.0409
O -0.7812 1.1765 0.1348 0.5895 -0.2434 -0.2231
S -2.6396 2.9217 0.0550 -0.2767 0.3110 -0.2802
S -0.7774 -2.7717 0.1321 0.1359 -0.4869 -0.0322
I -4.7795 -0.3630 -0.0576 0.5607 0.2033 0.1509
H 0.7270 -0.0962 -0.0938 -0.4267 -0.1256 0.0915
```
Positions in Å, forces in eV/Å.

Kohn-Sham gap (alpha / beta) in eV: 6.359 / 6.360
E_LUMO (alpha / beta) in eV: 2.76 / 2.76
HOMO energy (alpha / beta) in eV: -3.60 / -3.60
ΔE to the lowest compared entry with this formula, charge and spin in eV: 4.9178
Charge: -1
Largest force on an atom in Eh/bohr: 0.06702


[4]
This record from the OMol25 dataset describes 2 unconnected molecules or ions with the total composition C5H6O at a distorted geometry. The level of theory is ωB97M-V/def2-TZVPD.

The geometry in XYZ format:
```
12
Properties=species:S:1:pos:R:3:forces:R:3
C -1.2950 1.1445 0.7639 -0.6485 0.8034 0.4790
C -0.9893 -0.1046 0.0595 -1.2538 0.6257 1.6670
O -1.7238 -0.9270 -0.3244 2.2259 0.4269 -0.1294
C 1.0127 -1.4546 -1.3040 1.1392 -0.5994 -0.5461
C 1.2554 -0.5689 -0.3838 0.5516 0.2100 -0.1453
C 1.2868 0.2899 0.5305 -1.0066 -0.4132 -0.1223
H -2.3737 1.2030 0.8716 -0.3504 0.3136 0.0350
H -0.9030 2.0113 0.2343 0.0630 -0.1616 -0.0887
H -0.8152 1.1184 1.7467 -0.0637 -0.1281 -0.2927
H 1.1284 -1.1119 -2.3043 -0.2758 -0.2401 -0.8665
H 1.2749 -2.4308 -0.9850 -0.1461 -1.1641 -0.3592
H 2.0634 0.8686 0.9889 -0.2348 0.3268 0.3692
```
Positions in Å, forces in eV/Å.

Kohn-Sham gap (alpha / beta) in eV: 6.735 / 7.441
E_LUMO (alpha / beta) in eV: -0.54 / -0.15
HOMO energy (alpha / beta) in eV: -7.28 / -7.59
ΔE to the lowest compared entry with this formula, charge and spin in eV: 5.6714
Largest force on an atom in Eh/bohr: 0.04415


[5]
This record from the OMol25 dataset describes a single C3H7NO molecule. The level of theory is ωB97M-V/def2-TZVPD.

The geometry in XYZ format:
```
12
Properties=species:S:1:pos:R:3:forces:R:3
C -1.6294 0.2961 0.2114 0.0443 -0.1093 -0.0348
C -0.3301 -0.5231 0.4370 -0.0361 -0.0383 -0.1164
C 0.9051 0.2787 0.0351 -0.1990 0.6029 -0.3716
N 1.9466 -0.2042 -0.7503 -0.3875 0.1668 0.0869
O 0.8920 1.4661 0.2972 0.2989 0.1289 -0.0251
H -2.4985 -0.3210 0.4726 0.2233 0.0599 -0.0218
H -1.6798 1.2119 0.8112 0.2732 -0.2982 -0.0891
H -1.7487 0.5908 -0.8371 0.1457 -0.0868 0.1391
H -0.3901 -1.4426 -0.1422 0.0473 -0.2052 0.1278
H -0.2668 -0.7623 1.5068 0.1511 -0.0983 -0.2624
H 2.3133 -1.1360 -0.8797 -0.6663 0.0605 0.2408
H 2.4863 0.5456 -1.1618 0.1052 -0.1829 0.3267
```
Positions in Å, forces in eV/Å.

SMILES: CCC(N)=O
Kohn-Sham gap in eV: 10.730
E_LUMO in eV: 0.98
HOMO energy in eV: -9.75
ΔE to the lowest compared entry with this formula, charge and spin in eV: 0.3360
Largest force on an atom in Eh/bohr: 0.01431


[6]
This record from the OMol25 dataset describes a molecular structure, C38H45N3O6Rb. The level of theory is ωB97M-V/def2-TZVPD.

The geometry in XYZ format:
```
93
Properties=species:S:1:pos:R:3:forces:R:3
Rb 0.4612 1.0635 -0.2635 0.0428 0.2734 -0.3994
C 3.3047 -3.8755 3.5797 0.0050 -0.0575 0.0275
C 2.3627 -2.7575 3.1811 0.0316 0.1525 -0.0236
C 0.9035 -3.1873 3.2938 -0.0362 -0.0954 -0.0114
O 2.6444 -1.6338 3.9797 0.0228 -0.0620 -0.0470
C 2.3440 -0.4531 3.2206 0.0546 0.0160 -0.0181
C 2.5454 -0.9071 1.7645 -0.0106 -0.1029 -0.0930
O 2.6349 -2.3528 1.8542 0.0299 0.0090 0.0652
C 3.6272 -0.4258 0.7128 -0.0712 0.0026 0.0070
O 3.0603 -0.5760 -0.5131 -0.0045 -0.0430 0.0654
C 4.0599 1.0530 0.9500 -0.0103 0.0372 -0.0041
C 3.7973 1.9698 -0.0612 0.0205 0.0465 -0.0280
C 4.1717 3.3041 0.0555 -0.0662 -0.0062 -0.0250
C 4.8249 3.7500 1.1926 0.0332 -0.0148 0.0467
C 5.1160 2.8417 2.2030 -0.0100 0.0441 -0.0338
C 4.7458 1.5130 2.0756 -0.0045 -0.0702 0.0227
C 4.9256 -1.2473 0.8446 0.0469 -0.0335 0.0537
C 5.5626 -1.6537 -0.3219 -0.0604 0.0128 0.0416
C 6.7601 -2.3543 -0.2739 0.0286 -0.0212 -0.0393
C 7.3423 -2.6684 0.9463 0.0198 -0.0054 0.0227
C 6.7103 -2.2744 2.1186 -0.0329 0.0131 -0.0070
C 5.5139 -1.5720 2.0645 0.0240 -0.0455 0.0060
C 0.8426 0.1521 3.4522 -0.1014 -0.0870 -0.0074
O 0.0368 -0.0217 2.3678 0.0303 -0.0238 0.0546
C 0.2429 -0.5041 4.7178 -0.0158 0.0026 0.0170
C 0.9581 -0.7013 5.8981 0.0469 0.0779 0.0343
C 0.3679 -1.2865 7.0080 -0.0386 0.0008 0.0009
C -0.9644 -1.6817 6.9648 0.0296 -0.0101 0.0089
C -1.6923 -1.4722 5.8032 -0.0456 -0.0092 -0.0064
C -1.0912 -0.8881 4.6949 0.0346 0.0441 -0.0144
C 0.9907 1.6765 3.7321 0.0305 0.0255 -0.0749
C 1.4981 2.4910 2.7151 -0.1031 -0.1618 0.0636
C 1.5845 3.8642 2.8486 -0.0134 0.0206 -0.0088
C 1.1589 4.4759 4.0221 0.0203 0.0536 -0.0446
C 0.6486 3.6926 5.0404 -0.0158 -0.0695 0.0166
C 0.5657 2.3092 4.8965 0.0043 0.0271 0.0123
H 3.1091 -4.1704 4.6118 -0.0008 0.0088 -0.0042
H 4.3360 -3.5470 3.4816 0.0196 0.0213 -0.0067
H 3.1509 -4.7427 2.9345 -0.0051 0.0104 -0.0067
H 0.6185 -3.3394 4.3357 0.0105 0.0087 0.0043
H 0.7806 -4.1391 2.7631 -0.0085 0.0148 0.0106
H 0.2575 -2.4227 2.8569 -0.0005 0.0201 -0.0013
H 3.0643 0.2940 3.5458 0.0021 0.0105 -0.0044
H 1.6057 -0.6705 1.2799 -0.0288 -0.0674 -0.0063
H 3.3154 1.5992 -0.9569 0.0184 -0.0505 0.0019
H 3.9470 3.9943 -0.7496 -0.0006 0.0005 0.0049
H 5.1090 4.7908 1.2917 0.0017 -0.0021 0.0040
H 5.6325 3.1698 3.0973 0.0027 0.0037 -0.0017
H 5.0140 0.8258 2.8671 -0.0036 0.0348 -0.0057
H 5.0754 -1.4034 -1.2559 0.0093 0.0058 -0.0046
H 7.2446 -2.6559 -1.1963 0.0015 0.0003 0.0038
H 8.2774 -3.2148 0.9864 -0.0006 0.0002 -0.0069
H 7.1467 -2.5205 3.0804 0.0004 -0.0009 -0.0010
H 5.0227 -1.2978 2.9910 -0.0203 -0.0266 -0.0015
H 1.9963 -0.3987 5.9520 -0.0328 0.0054 0.0124
H 0.9489 -1.4355 7.9108 0.0036 0.0019 -0.0011
H -1.4269 -2.1408 7.8306 -0.0072 0.0006 -0.0040
H -2.7363 -1.7626 5.7595 0.0031 0.0022 -0.0019
H -1.6363 -0.7223 3.7742 -0.0006 -0.0086 -0.0022
H 1.8288 2.0346 1.7940 0.1255 0.0266 0.0796
H 1.9820 4.4530 2.0317 0.0019 0.0072 0.0056
H 1.2159 5.5522 4.1324 0.0065 -0.0024 -0.0070
H 0.2990 4.1537 5.9571 -0.0018 -0.0048 0.0028
H 0.1418 1.7318 5.7055 0.0014 -0.0287 0.0289
N -2.3542 0.6118 0.7524 0.0584 -0.0168 0.0186
C -2.8163 1.9806 0.5129 -0.2072 0.0843 0.0896
C -3.1176 2.2237 -0.9637 -0.0751 -0.0094 -0.0106
C -1.8164 2.2019 -1.7856 0.1028 -0.0716 -0.0333
O -0.9842 3.1022 -1.4909 -0.0626 0.0298 0.0132
O -1.6405 1.2572 -2.5852 -0.0523 0.0353 0.0121
H -3.1339 -0.0327 0.7499 -0.0115 0.0126 -0.0123
H -1.8393 0.5118 1.6272 0.0602 0.0134 -0.0014
H -2.0298 2.6755 0.8189 0.0038 -0.0497 -0.0073
H -3.7058 2.2304 1.1109 0.0318 0.0027 0.0192
H -3.5893 3.2053 -1.0655 0.0244 0.0029 -0.0121
H -3.8080 1.4619 -1.3364 0.0083 0.0021 -0.0055
N 0.4253 -4.5301 -0.6730 -0.0583 0.0079 -0.0360
C -0.8153 -4.0861 0.0645 0.1400 -0.0695 -0.0437
C -1.3832 -2.8578 -0.6386 -0.0190 -0.0119 0.0265
N -0.4122 -1.8084 -0.7585 -0.0169 0.0164 0.0846
C 0.7969 -2.2124 -1.4481 0.0686 0.0547 0.0255
C 1.4573 -3.4177 -0.8170 -0.0534 -0.1454 0.0855
H 0.1530 -4.8410 -1.6062 -0.0043 0.0299 -0.0065
H 0.8438 -5.3292 -0.2020 0.0168 0.0305 0.0397
H -0.4911 -3.8359 1.0730 -0.0325 0.0160 0.0031
H -1.4966 -4.9379 0.0888 -0.0355 0.0243 0.0058
H -2.2425 -2.5005 -0.0702 -0.0013 0.0113 -0.0149
H -1.7468 -3.1346 -1.6372 0.0068 -0.0068 -0.0040
H -0.2508 -1.3836 0.1514 0.1030 -0.0485 0.0694
H 1.5707 -1.4367 -1.3753 -0.0628 0.0800 -0.0379
H 0.5477 -2.3941 -2.5015 0.0145 -0.0291 0.0035
H 1.8149 -3.1821 0.1881 0.0218 0.0192 -0.0280
H 2.2750 -3.8265 -1.4101 0.0190 0.0535 -0.0155
```
Positions in Å, forces in eV/Å.

Kohn-Sham gap in eV: 5.998
E_LUMO in eV: 1.11
HOMO energy in eV: -4.89
ΔE to the lowest compared entry with this formula, charge and spin in eV: 0.2565
Charge: -1
Largest force on an atom in Eh/bohr: 0.00945